C46H45F5GeIrN6O9S3 | ωB97M-V/def2-TZVPD

Results
LUMO level (spin up / spin down): -1.343 / -3.517 eV
E_tot: -6660.6233 hartree
largest force on an atom: 2.554 eV/Å
multiplicity: 2
HOMO level (spin up / spin down): -8.0 / -8.0 eV
ΔE to the lowest compared entry with this formula, charge and spin: 72.8 kJ/mol
charge: 0

CARTESIAN COORDINATES (ANGSTROEM)
O  0.6688  -0.8180  4.7733
C  -3.2017  -5.2268  -0.1411
O  -6.1786  5.1872  0.3715
C  4.2742  0.1809  2.7111
O  -1.4278  -0.8177  3.4756
Ir  0.1008  0.3026  0.2503
F  2.4075  1.7301  -2.0596
H  1.3007  2.2939  4.0196
H  -3.2748  -6.2636  0.1627
C  -4.7563  2.5355  0.3682
S  1.8789  5.9040  -3.0194
H  -1.5776  5.7364  -1.5015
H  -0.7122  -3.3000  -2.9857
H  -1.8158  -0.4250  1.7373
H  -2.3554  5.4675  6.4133
O  2.5403  5.0901  -2.0262
H  -2.8964  -1.5524  -1.2761
O  1.3149  6.6848  0.7333
H  -5.0557  -2.7212  -1.4703
C  0.2919  -4.3117  3.5284
C  0.2861  2.4770  4.3672
H  2.6790  -2.5549  1.0528
Ge  -0.0752  -2.4259  -0.2495
H  5.5409  0.4783  0.9744
N  2.2012  0.4493  0.9473
H  2.7388  -3.7324  -0.4692
C  -0.6094  3.3280  -0.7975
H  -2.6476  5.7093  4.6874
H  -1.4264  2.1109  2.2793
F  -0.2368  -0.5039  -2.5116
C  -2.8583  1.1957  0.9946
H  1.5855  2.7154  1.4626
O  2.4009  5.1818  1.8536
C  0.8393  4.4632  0.3931
H  -2.6276  0.8242  4.9060
C  -2.3641  2.2425  1.7615
O  -4.6023  5.9729  2.0820
C  2.2261  -3.9046  -1.4063
C  -1.8691  -3.2311  -0.3982
H  -0.3816  -4.7622  4.2471
C  3.7646  5.2750  -4.8234
H  2.0595  -4.8071  4.6384
H  -0.1089  4.7285  -3.3706
H  2.7470  -0.0707  4.2121
F  1.7453  -0.8442  -1.7437
F  0.4142  2.1983  -2.7867
C  0.9257  -3.4381  -1.5976
H  -5.2562  -5.0833  -0.7511
C  4.5320  0.4062  1.3565
C  -2.3152  2.9337  5.2274
H  -1.1242  -5.0999  0.3686
C  -0.4953  5.7251  -1.4504
C  1.3110  1.2127  -2.6400
C  -1.8948  5.4080  5.4244
C  -1.9853  -4.5686  -0.0209
N  0.0290  2.4636  -0.0117
C  -1.7565  3.0069  -1.6816
H  -1.0709  6.1199  5.3761
C  0.0896  5.6857  -2.8810
C  -4.3126  -4.5621  -0.6511
H  -2.6433  4.3077  2.3442
N  0.5778  0.1657  2.4278
C  -4.0655  1.3285  0.3280
H  5.0971  0.0537  3.4048
H  0.5882  4.5773  4.6474
C  -0.1188  3.7569  4.7124
C  1.9338  0.2320  2.2470
H  -2.6376  3.5403  -1.3143
C  -4.2007  -3.2394  -1.0523
C  0.9299  3.1677  0.7368
F  1.6382  0.7842  -3.8526
C  0.6349  -3.1143  1.4654
C  0.9327  -4.3992  -3.8166
C  -1.9285  1.6530  4.8757
C  2.0080  -3.0775  1.7288
C  0.2921  -3.6777  -2.8200
C  -2.9835  -2.5791  -0.9272
H  -4.4597  0.4935  -0.2502
C  -0.2255  -3.6952  2.3982
N  -0.1292  4.5663  -0.5977
H  1.8916  4.1673  -4.5960
O  -3.8737  5.7025  -0.2319
N  -2.0650  -0.0141  0.8296
H  -1.9287  1.9327  -1.6608
H  4.0448  4.8144  -5.7694
C  0.7595  0.0855  -1.7764
S  -0.1848  -0.1632  3.8287
H  -0.3243  6.5150  -3.4562
C  1.6622  -4.3302  3.7504
C  -4.2298  3.5906  1.0949
C  2.2230  -4.8724  -3.6112
C  2.8711  -4.6186  -2.4082
H  -2.5574  -0.7002  0.2748
H  3.8822  -4.9728  -2.2479
C  -0.6299  1.4337  4.4350
H  4.2743  4.7522  -4.0126
N  1.5731  5.5308  1.0228
H  -0.1665  6.6172  -0.9440
H  3.6024  0.7439  -0.5473
C  2.2531  5.1985  -4.6183
H  -1.2956  -3.6820  2.2409
C  -3.0349  3.4509  1.8045
C  2.5208  -3.7075  2.8549
H  1.6997  5.7888  -5.3524
H  3.5889  -3.6981  3.0364
C  -1.4272  4.0063  5.1309
S  -4.8079  5.2833  0.8229
H  -1.5821  3.3115  -2.7153
H  2.7206  -5.4374  -4.3904
O  2.1679  7.3143  -3.0530
C  2.9786  0.1138  3.1765
H  0.4330  -4.5869  -4.7591
C  3.4643  0.5468  0.5090
H  4.0946  6.3141  -4.8221
H  -5.6831  2.6765  -0.1770
H  -3.3300  3.1120  5.5670

C46H46BBr57ClF17N5O5S | ωB97M-V/def2-TZVPD

Results
LUMO level: -4.326 eV
E_tot: -151728.7124 hartree
largest force on an atom: 9.452 eV/Å
multiplicity: 1
HOMO level: -10.0 eV
charge: +1

CARTESIAN COORDINATES (ANGSTROEM)
Br  1.5607  12.2541  0.0211
N  0.0324  4.4538  2.4907
Br  1.1513  -7.7494  -4.3987
H  1.6162  -8.0219  -6.8352
H  2.2046  5.1203  2.5857
C  0.6865  -8.0757  -6.2592
H  -9.6366  5.3026  -0.7167
C  7.5427  -1.6759  5.5921
Br  -5.9222  -3.4179  -1.2554
C  4.6404  6.2777  5.0738
C  2.1240  5.5881  -0.1570
H  -2.6579  1.0451  3.4350
H  2.8450  2.8440  3.9845
Br  -4.8893  -5.5890  0.8903
Br  8.5208  -3.3507  5.4419
C  -9.7331  -3.6223  -4.5617
Br  -2.1701  -6.8786  -4.3318
F  3.6288  6.8970  7.2963
Br  1.7988  -2.2129  -14.5294
B  0.5499  1.7261  5.2204
C  1.1580  10.5944  0.9523
Br  -4.1377  -2.3213  -4.1622
H  3.5590  -2.5024  -6.1547
H  -1.7347  2.5276  2.7260
C  -6.4628  2.3290  2.4768
O  4.0129  -2.2105  2.3615
Br  -8.0240  -2.7972  -7.5897
F  3.2204  8.4557  5.5385
N  1.7082  1.2219  6.0684
C  1.5485  4.1630  2.4735
C  -2.1931  -5.6035  -2.8629
H  -7.0333  1.3350  2.7601
H  -7.5410  -8.2990  -0.0463
C  -5.8293  -1.2966  4.9200
Br  -0.4972  -6.7011  -6.9616
Br  2.5345  -3.0019  -11.4929
C  1.1827  1.9677  1.2399
F  6.5585  6.2061  3.4807
F  1.0070  6.3884  0.4423
Br  5.5564  -5.4903  1.7695
C  -0.1322  5.5729  3.2919
H  -9.4545  -1.1701  -8.8279
Br  -8.4496  -10.5278  0.6125
F  5.7396  6.2001  6.1122
C  2.8789  -3.0708  4.4239
Br  12.4840  -5.8059  7.3788
C  -9.0607  -2.1536  -9.1046
H  8.0778  -1.0573  6.3200
O  2.0475  0.5327  3.0956
H  1.5390  1.3661  7.0884
Br  3.6569  -2.2727  -3.6719
Br  5.6270  -4.5915  -1.3243
F  2.0557  6.3764  5.5816
Br  -4.6359  -0.1362  -1.8466
Br  -8.4192  7.1778  -1.8252
Br  3.4734  -4.8985  -13.9231
H  4.9879  -1.9576  2.5289
C  -0.7901  2.3193  -4.4283
N  1.9474  3.2785  1.2735
Br  5.6985  -3.7077  -5.7108
Br  -5.6222  0.5097  4.2281
Br  -10.4609  -5.4072  -4.8236
C  3.8507  -3.2057  -5.3677
H  -8.8034  -3.5684  -5.1377
F  4.3980  4.8409  4.7030
C  0.8602  1.2905  2.7363
Br  -9.2684  -3.2959  -2.7012
C  4.2516  1.4535  -6.0992
H  -2.8778  -4.7984  -3.1491
Br  2.7663  0.7393  -7.1326
F  3.4106  3.5356  -0.6184
Br  -2.2366  -6.6823  3.5725
H  -4.5328  0.1372  -4.3249
C  -7.2493  -9.0023  0.7407
C  -0.5406  0.4579  2.5961
H  4.0218  -2.5132  -13.4362
H  4.0294  -1.0701  4.2808
Br  -7.3863  5.0067  0.3205
N  -4.3142  0.9913  1.3129
Br  12.4577  -4.2565  4.5534
H  -4.5513  6.2485  1.6036
F  5.8443  8.3260  4.2545
C  -5.0737  5.2121  1.8359
C  3.3210  0.5233  0.1377
H  5.5343  -5.8857  -7.9876
Br  -0.4478  -4.7917  -2.5817
F  4.6098  4.8398  1.7719
S  -0.6018  7.1496  3.8407
Br  10.2178  -6.4840  5.1903
Br  -6.8903  -0.6471  -4.0919
H  1.1844  -1.1152  4.1390
H  3.7582  -3.4817  5.0814
F  4.9172  8.5989  1.9319
C  4.4869  6.2105  1.2400
C  -2.7926  1.1856  1.1628
C  -6.5499  5.2209  2.5779
H  -1.4748  3.1244  -4.7145
C  1.7348  0.7936  0.2835
C  -7.2418  3.7443  2.8875
C  3.3949  7.0149  5.8084
C  -8.6262  5.3715  -1.1333
Br  5.7464  -1.9466  6.2882
H  -0.6216  -0.2100  1.6117
F  1.0915  3.5424  -1.0657
Br  4.1869  0.8744  -4.2432
Br  6.8014  -7.8897  -8.7656
Br  -6.0041  -6.5583  -1.9737
F  1.8319  5.8348  -1.6389
C  12.0550  -5.9162  5.4846
H  4.1455  2.5434  -6.0979
Br  -0.0413  -9.8607  -6.5211
C  5.3982  -6.5451  -8.8511
H  12.7011  -6.6888  5.0549
H  -0.7584  -0.3111  3.4818
H  1.7635  0.1717  5.9119
H  0.0868  2.2486  0.8522
Br  -10.9169  -2.2476  -5.2640
F  2.9368  7.5644  2.7542
H  1.9451  -2.9115  5.1104
H  1.2456  -0.2712  0.5197
H  -7.0573  6.2499  2.8263
N  0.6391  2.3041  3.8336
H  1.4446  -1.4778  2.3091
Br  -5.4015  -9.5043  0.3977
Br  -3.0607  -9.7906  3.3624
H  1.8041  9.8218  0.5226
Br  -5.7041  -2.6307  3.5098
Br  1.5870  10.7047  2.8465
Br  -1.4926  1.5297  -2.7952
C  3.0871  -3.0781  -13.3565
Br  2.9883  -5.9890  -0.1123
O  -2.2132  1.1955  -0.0450
C  3.4784  6.4501  0.0103
H  -8.3139  3.7526  3.3908
C  1.7753  3.2997  3.8888
O  3.7021  -0.0307  -1.0522
Br  -4.5893  -1.6614  6.3738
O  -0.8130  1.6173  5.8516
F  3.0236  7.8881  -0.1549
C  -4.3035  3.7938  1.3976
Br  -0.6792  10.0266  0.6581
C  4.3670  7.3066  2.4980
H  -1.3328  2.4412  5.6150
Br  5.5536  -5.4368  -10.4422
H  -4.4332  0.4003  2.1861
Br  -7.4431  -8.0693  2.4366
C  4.5197  -4.8468  0.2546
F  5.8615  6.5127  0.6711
C  5.3034  6.9943  3.7819
Br  -10.5920  -3.2959  -9.4715
Br  -8.5011  4.0374  -2.5435
Br  -2.8957  -6.3931  -1.2298
H  -7.1396  -5.2931  -0.1469
Br  3.6280  -7.3350  -8.6892
H  1.5778  3.9719  4.8530
Br  7.5279  -0.6932  3.9134
F  4.2836  6.2386  -1.2565
C  -6.1293  -5.2242  -0.5635
H  1.3317  1.0233  -0.8197
C  1.9044  -0.8993  3.2088
Br  -4.7297  -7.8070  5.2767
Br  -7.9533  -1.8984  -10.6835
H  -3.2740  3.9275  0.8402
H  -6.8396  -1.3655  5.3366
H  2.9305  2.9657  1.5500
Br  0.9553  3.1311  -4.1472
C  2.0958  4.0031  -0.0248
C  -1.9135  1.3893  2.5666
H  2.5852  -3.9505  3.6728
Br  5.9669  1.0509  -6.9237
C  3.3190  -1.6911  3.5878
C  -4.9861  -0.6346  -3.6941
H  4.1259  -3.8632  0.5313
Cl  4.7135  0.8039  1.3103
C  -4.9737  2.3251  1.7166
Br  -0.7671  1.0442  -5.8972
C  -3.6918  -7.9715  3.6397
Br  2.6504  -4.7312  -5.4959
H  -4.3655  -7.7367  2.8090

> What is the E_tot in the first record?

-6660.6233 hartree